{
  "formula": "C3H5NO2S",
  "method": "wB97M-V/def2-TZVPD",
  "e_homo_ev": -10.069,
  "smiles": "CNC(=O)C(=O)S",
  "e_lumo_ev": -0.63,
  "energy_ev": -19611.1559,
  "total_charge": 0,
  "elements": ["C", "N", "C", "O", "C", "O", "S", "H", "H", "H", "H", "H"],
  "xyz": [[-1.468, 1.026, -0.052], [-0.556, 0.262, -0.933], [0.718, -0.169, -0.690], [1.329, -0.661, -1.679], [1.036, -0.539, 0.731], [0.473, -0.060, 1.772], [2.305, -1.873, 0.519], [-2.239, 1.552, -0.730], [-1.975, 0.311, 0.641], [-1.159, 1.850, 0.635], [-0.801, 0.344, -1.964], [2.336, -2.042, 1.751]],
  "atomic_forces_ev_per_a": [[-1.998, 0.340, 0.053], [-0.147, 2.001, -0.598], [-1.715, -1.739, -4.063], [-0.211, 1.445, 2.855], [-0.490, 0.866, 3.625], [2.695, -2.331, -4.475], [-1.297, 1.715, -2.192], [1.048, -1.173, 1.000], [0.112, 0.543, -0.710], [0.946, -0.754, -0.884], [0.816, -0.310, 1.991], [0.239, -0.602, 3.398]],
  "lowdin_charge": [-0.100, 0.021, -0.495, -0.038, -0.542, 0.003, 0.900, 0.103, 0.085, 0.086, 0.173, -0.197]
}